# C7H28FN14NiO7

C7H28FN14NiO7 as an isolated structure at a distorted geometry (ωB97M-V/def2-TZVPD, the Open Molecules 2025 dataset).

Structure (XYZ):
```
58
Properties=species:S:1:pos:R:3:forces:R:3
Ni -15.174248 -2.865186 7.808514 -1.5 -0.2 -0.2
F -17.141469 -3.152042 8.011095 0.4 -0.2 0.0
C -15.874085 0.247592 7.973646 -0.1 -2.3 0.5
O -15.372427 -0.804005 8.455122 -0.3 0.2 0.0
N -15.457056 0.732548 6.802875 -0.5 1.1 0.2
N -16.917678 0.912821 8.521702 1.1 -0.1 -0.2
H -15.974952 1.561764 6.576703 0.6 0.1 -1.2
H -14.757073 0.304362 6.226311 0.0 0.1 0.1
H -17.460625 0.534707 9.278812 0.1 0.0 0.0
H -17.179238 1.757162 8.050645 -0.6 0.1 0.4
C -21.377528 -4.377417 8.902785 -0.5 -1.1 0.1
O -22.077792 -5.322178 9.261685 0.2 0.6 -0.1
N -20.068109 -4.319453 9.278448 0.9 -0.7 0.8
N -21.813550 -3.367594 8.131663 0.2 0.3 -0.2
H -19.295537 -3.793985 8.908190 -0.4 0.3 -0.4
H -19.814407 -5.135210 9.811995 0.1 0.1 -0.1
H -22.799945 -3.350126 7.944736 0.1 0.3 -0.1
H -21.199418 -2.579335 7.998286 -0.4 0.3 -0.1
C -19.734782 -2.780756 5.369619 -0.7 -0.9 -1.3
O -20.594496 -2.520578 4.530328 0.7 0.2 0.6
N -19.069836 -1.870196 6.116184 -0.2 0.3 -1.2
N -19.254630 -4.055162 5.548736 0.3 0.1 0.2
H -19.307181 -0.945856 5.793388 0.1 0.3 1.1
H -18.576359 -2.160485 6.948440 0.2 0.7 0.2
H -19.818999 -4.817019 5.214370 -0.1 0.0 0.3
H -18.654240 -4.136531 6.354254 -0.2 -0.5 0.0
C -15.302642 -5.604254 6.363914 -0.3 0.4 1.1
O -14.653893 -4.913379 7.179574 0.4 0.9 -0.1
N -14.715152 -6.513915 5.581791 0.5 -0.7 -1.3
N -16.645449 -5.545446 6.374335 0.0 -0.3 0.0
H -13.760200 -6.450584 5.272764 0.1 0.4 0.6
H -15.230773 -7.178118 5.028607 -0.4 0.2 0.2
H -17.016238 -4.979757 7.128312 -0.1 0.3 -0.2
H -17.181120 -5.692628 5.536312 -0.1 -0.1 0.1
C -15.579761 -1.837689 4.690790 0.7 0.6 1.7
O -15.482849 -2.363123 5.810644 -0.2 -0.4 -0.2
N -14.532228 -1.133011 4.178232 -0.1 0.3 -0.7
N -16.705048 -1.714524 3.973183 0.0 -0.2 -0.2
H -13.560499 -1.351681 4.306575 -0.1 -0.1 0.2
H -14.796680 -0.400768 3.541104 0.4 -0.1 -0.3
H -17.604951 -1.833306 4.421396 0.0 -0.5 0.0
H -16.573012 -1.862511 2.986483 -0.5 0.3 -0.1
C -19.227620 -0.943781 9.921278 1.2 1.3 -1.3
O -19.486708 -0.820118 8.718474 -0.6 -0.2 0.7
N -18.303188 -1.802650 10.362517 0.1 -0.7 1.1
N -19.551127 0.018947 10.840852 -0.6 0.0 -0.7
H -18.252864 -1.887133 11.363193 0.4 -0.5 -0.1
H -17.887732 -2.485810 9.750702 0.1 -0.1 -0.2
H -19.380074 -0.095679 11.821009 -0.2 0.3 0.1
H -20.056128 0.791733 10.442340 -0.3 0.0 0.6
C -14.251687 -3.598437 10.803433 0.6 0.2 -0.6
O -14.712958 -3.407125 9.669702 0.1 -0.4 0.4
N -14.353347 -4.735925 11.512116 -0.1 0.2 0.3
N -13.487443 -2.665244 11.432792 -0.3 0.2 -0.5
H -14.872560 -5.565650 11.288930 -0.1 0.3 -0.3
H -13.806808 -4.705981 12.349208 -0.1 -0.7 0.3
H -13.257321 -2.760501 12.401822 0.3 0.2 0.0
H -13.085452 -1.931978 10.874861 -0.2 0.1 0.2
```
Positions in Å, forces in eV/Å.

Summary:
frontier orbital gap (spin up / spin down) = 8.753 / 8.129 eV
energy above the lowest of the compared OMol25 structures with the same formula, charge and spin = 20.7 kcal per mole
charge = +1
⟨S²⟩ = 2.003
LUMO (spin up / spin down) = -2.334 / -2.958 eV
total energy = -86671.1602 eV
spin multiplicity = 3
highest occupied orbital energy (spin up / spin down) = -11.087 / -11.087 eV

# C23H29ClI2N4O2

C23H29ClI2N4O2 as an isolated structure at a distorted geometry (ωB97M-V/def2-TZVPD, the Open Molecules 2025 dataset).

Structure (XYZ):
```
61
Properties=species:S:1:pos:R:3:forces:R:3
C 2.652319 0.698595 -7.034815 -0.2 -0.7 -0.7
C 4.018398 0.092147 -7.286672 0.0 0.5 0.5
I 3.846274 -1.897165 -8.120439 0.1 0.2 -0.2
C 5.040721 0.159440 -6.144773 -0.5 -1.1 -0.1
I 5.336904 2.242770 -5.619516 -0.2 -0.3 -0.2
C 4.795503 -0.798347 -4.934628 1.1 2.2 1.8
Cl 5.967388 -0.195500 -3.594509 0.2 -0.1 -0.2
C 3.451272 -0.831252 -4.211012 0.1 -0.9 0.3
C 2.902878 -2.195756 -4.634440 0.5 1.4 -0.2
C 4.184037 -2.976276 -4.841792 -1.6 4.7 -0.1
O 4.320648 -4.100628 -4.798028 1.1 -5.6 0.1
O 5.218715 -2.100515 -5.097072 -0.1 0.0 -1.0
H 2.128319 0.681208 -7.981576 -0.3 0.0 -0.2
H 2.042371 0.128208 -6.352310 -0.1 0.0 0.4
H 2.729250 1.733408 -6.752844 0.1 0.4 0.4
H 4.450872 0.662173 -8.089914 0.3 0.0 -0.4
H 5.980830 -0.148742 -6.571637 0.5 0.0 0.1
H 2.826594 0.042482 -4.286684 -0.2 0.2 -0.6
H 3.697619 -0.924135 -3.164638 0.0 0.1 0.3
H 2.412992 -2.053735 -5.587074 -0.4 -0.6 -0.2
H 2.281782 -2.649985 -3.891076 -0.4 -0.4 0.2
N 2.297476 0.677907 -1.236613 0.0 0.0 0.0
C 1.130280 1.276871 -0.847532 0.0 0.0 -0.1
C 0.711495 0.669365 0.305634 0.0 -0.1 -0.1
C 1.666990 -0.333636 0.627183 0.0 0.0 0.0
C 2.633711 -0.301333 -0.341597 0.0 0.0 -0.1
H 2.828429 0.922124 -2.053251 0.0 0.1 0.1
H 0.700342 2.079672 -1.422232 0.0 0.0 0.0
H -0.177846 0.914367 0.856768 0.0 0.0 0.0
H 1.646899 -0.999810 1.474201 0.0 0.0 0.0
H 3.528470 -0.887321 -0.470874 0.0 0.0 0.0
N -2.790171 -1.148018 1.643067 0.0 -0.2 0.0
C -3.728150 -1.529029 2.567435 -0.1 0.0 -0.2
C -3.199436 -2.550338 3.311127 0.0 0.0 0.0
C -1.889345 -2.792886 2.819224 0.0 0.0 0.0
C -1.665891 -1.911548 1.794458 0.0 0.0 -0.1
H -2.907633 -0.421705 0.959242 0.0 0.0 0.0
H -4.688352 -1.042251 2.613687 0.0 -0.1 0.0
H -3.695934 -3.065196 4.116893 0.0 0.0 0.0
H -1.190947 -3.531021 3.176740 0.0 0.0 0.0
H -0.808128 -1.763531 1.159925 0.0 0.0 0.0
N -4.862161 0.915894 6.222763 -0.1 -0.1 0.0
C -4.150778 -0.183087 5.822106 0.0 0.1 0.0
C -4.161840 -1.085572 6.850771 0.0 0.0 0.0
C -4.915302 -0.511719 7.911558 0.0 0.0 0.0
C -5.334840 0.721732 7.493373 0.0 0.1 0.0
H -5.012768 1.739492 5.670563 0.1 0.0 0.0
H -3.698478 -0.227063 4.848378 0.1 0.0 0.0
H -3.683503 -2.050904 6.844762 0.0 0.0 0.0
H -5.123242 -0.954651 8.871341 0.0 0.0 0.0
H -5.924372 1.475294 7.987275 0.0 0.0 0.0
N -3.511370 2.977033 3.084061 0.1 0.0 0.0
C -2.775070 4.132070 3.051419 -0.1 0.0 0.0
C -1.463440 3.788168 2.866098 0.0 0.0 0.0
C -1.404578 2.370067 2.781081 0.0 0.0 0.0
C -2.681321 1.898537 2.916485 -0.1 0.1 0.0
H -4.506022 2.929120 3.208302 0.0 0.0 -0.1
H -3.247004 5.093578 3.161450 0.0 0.0 0.0
H -0.636492 4.475114 2.798247 0.0 0.0 0.0
H -0.525740 1.767315 2.640559 0.0 0.0 0.1
H -3.069624 0.898505 2.911373 0.0 0.0 0.1
```
Positions in Å, forces in eV/Å.

Summary:
frontier orbital gap = 7.746 eV
LUMO = -0.415 eV
total energy = -63099.2176 eV
spin multiplicity = 1
highest occupied orbital energy = -8.161 eV

# C2H23NO8

A 9-piece molecular cluster, C2H23NO8 overall at a distorted geometry (ωB97M-V/def2-TZVPD, the Open Molecules 2025 dataset).

Structure (XYZ):
```
34
Properties=species:S:1:pos:R:3:forces:R:3
C 1.713150 -2.107615 -1.384841 2.0 1.0 1.6
C 1.716660 -0.554521 -0.982504 -1.0 -1.7 1.1
N 1.860072 0.305707 -2.133187 -2.5 0.9 -0.4
H 1.663188 -2.777540 -0.471455 0.5 0.8 -0.9
H 0.874557 -2.409286 -1.967321 -0.7 0.2 -0.8
H 2.671519 -2.255633 -1.967075 -1.1 -0.4 0.7
H 0.657111 -0.381947 -0.485896 2.5 0.1 -0.8
H 2.572638 -0.268187 -0.305207 -1.1 -0.9 -0.2
H 0.868662 0.462410 -2.411457 1.2 0.4 -0.4
H 2.330152 -0.096637 -2.917645 0.3 -0.6 -0.3
H -2.952681 -1.026201 -2.174118 -0.5 1.5 0.4
H -2.935939 -0.328011 -0.879249 0.8 -0.5 3.7
O -3.220701 -0.175391 -1.729536 -0.3 -0.8 -3.8
H -0.233558 0.854362 1.335781 2.7 0.3 2.8
H -0.976595 1.559160 0.290578 0.2 -1.1 -0.4
O -0.879698 0.679690 0.728253 -2.8 0.9 -3.3
H -3.184678 -0.278620 1.832304 0.2 -0.6 0.1
H -2.721768 1.085925 1.358291 -1.5 -1.4 0.1
O -3.549667 0.520363 1.467538 1.0 1.7 -0.3
H -1.372486 -2.890564 -0.371026 0.5 -0.2 0.5
H -1.275514 -2.381612 1.143888 0.5 -0.3 -0.2
O -1.772779 -2.371297 0.328823 -1.0 0.4 -0.4
H -0.523561 0.237391 3.867005 -0.3 0.9 -0.1
H -1.028713 1.667122 3.225380 0.7 -1.5 0.5
O -0.396054 0.904960 3.172629 -0.1 0.7 0.6
H 1.858006 -0.855323 2.488499 1.3 0.7 0.4
H 3.082510 0.123799 2.702529 -0.1 0.7 -0.5
O 2.700124 -0.696447 2.980499 -1.2 -1.4 0.0
H -2.033587 1.494766 -1.694410 3.0 2.0 -0.4
H -1.289181 2.975182 -1.718009 -0.8 1.5 -0.2
O -1.111890 2.058755 -1.733943 -2.4 -3.5 0.4
H 3.004989 2.089214 -0.893107 -1.6 0.2 0.9
H 1.540609 2.617183 -0.545267 0.9 -0.5 -0.1
O 2.345101 2.218843 -0.156741 0.6 0.6 -0.5
```
Positions in Å, forces in eV/Å.

Summary:
SMILES string = CCN.O.O.O.O.O.O.O.O
frontier orbital gap = 9.082 eV
energy above the lowest of the compared OMol25 structures with the same formula, charge and spin = 52.5 kcal per mole
LUMO = 0.020 eV
total energy = -20315.9010 eV
spin multiplicity = 1
highest occupied orbital energy = -9.061 eV

# C3H4NO

A 2-piece molecular cluster, C3H4NO overall at a distorted geometry (ωB97M-V/def2-TZVPD, the Open Molecules 2025 dataset).

Structure (XYZ):
```
9
Properties=species:S:1:pos:R:3:forces:R:3
C 0.439136 1.346237 0.439084 -3.1 0.2 -1.0
C 1.000409 -1.153155 -0.022042 -0.4 -0.8 -0.2
C -1.186421 -0.270177 -0.459074 -0.6 1.8 2.0
N -0.137034 -1.118671 -0.279699 -0.8 0.8 -0.2
O 1.361779 0.673921 0.581947 1.4 0.4 0.4
H 0.123020 2.389230 0.704156 0.6 -0.8 -0.2
H 1.935818 -1.625077 0.114279 0.5 -0.5 0.2
H -1.958631 -0.070143 0.418680 1.8 -1.1 -1.9
H -1.578077 -0.172167 -1.497331 0.6 0.0 0.9
```
Positions in Å, forces in eV/Å.

Summary:
frontier orbital gap (spin up / spin down) = 9.487 / 9.486 eV
energy above the lowest of the compared OMol25 structures with the same formula, charge and spin = 79.3 kcal per mole
charge = +1
LUMO (spin up / spin down) = -4.953 / -4.953 eV
total energy = -6701.2325 eV
spin multiplicity = 1
highest occupied orbital energy (spin up / spin down) = -14.439 / -14.439 eV

# C43H45IrN11P

C43H45IrN11P as an isolated structure (ωB97M-V/def2-TZVPD, the Open Molecules 2025 dataset).

Structure (XYZ):
```
101
Properties=species:S:1:pos:R:3:forces:R:3
Ir 0.773420 0.240476 0.227557 -0.2 -0.3 0.1
C 3.857439 -1.708596 -3.941091 0.0 0.0 0.0
N 2.789070 -1.626528 -2.938896 0.0 0.0 0.0
C 1.847352 -2.592905 -2.709202 0.0 0.0 0.0
C 1.030898 -2.121990 -1.727893 0.0 0.0 -0.1
N 1.461919 -0.872221 -1.373051 0.3 0.0 -0.1
C 2.537229 -0.595257 -2.113704 -0.1 0.0 0.0
P 3.390310 1.010696 -2.110618 0.0 -0.1 0.0
C 1.845335 1.960054 -2.196932 0.0 0.0 0.0
N 0.765097 1.773265 -1.436050 -0.1 0.2 -0.1
C -0.148269 2.717714 -1.824550 0.0 -0.1 0.0
C 0.380527 3.452552 -2.843425 0.0 0.0 0.0
N 1.635805 2.968693 -3.067674 0.0 0.0 0.0
C 2.556122 3.454573 -4.100008 0.0 0.0 0.0
C 3.623227 1.150502 -0.310904 0.0 0.1 0.0
N 2.693280 0.939666 0.616689 0.0 -0.1 0.1
C 3.243639 1.259862 1.826740 -0.1 0.0 0.0
C 4.528351 1.662450 1.623523 0.0 0.0 0.0
N 4.756180 1.588986 0.279135 0.0 0.0 0.0
C 6.020369 1.928505 -0.382835 0.0 0.0 0.0
H 3.966849 -2.747947 -4.235396 0.0 0.0 0.0
H 3.602274 -1.112693 -4.814520 0.0 0.0 0.0
H 4.794359 -1.363705 -3.512336 0.0 0.0 0.0
H 1.840892 -3.524316 -3.248595 0.0 0.0 0.0
H 0.184093 -2.595931 -1.265946 0.0 0.0 0.0
H -1.098270 2.840847 -1.339745 0.0 0.0 0.0
H -0.028483 4.270181 -3.412045 0.0 0.0 0.0
H 2.110278 4.328526 -4.564838 0.0 0.0 0.0
H 3.507633 3.738156 -3.656747 0.0 0.0 0.0
H 2.712147 2.691098 -4.858670 0.0 0.0 0.0
H 2.697638 1.186532 2.750306 0.0 0.0 0.0
H 5.286932 1.985531 2.315717 0.0 0.0 0.0
H 6.730196 2.231875 0.380458 0.0 0.0 0.0
H 6.414147 1.061744 -0.907819 0.0 0.0 0.0
H 5.874327 2.752138 -1.077606 0.0 0.0 0.0
N -0.061686 0.654747 2.210109 0.1 0.0 0.0
C -0.488037 1.929048 2.789226 0.0 0.1 -0.1
C -1.265101 1.979665 3.908876 0.0 0.0 0.0
C -1.600699 3.231749 4.472162 0.0 0.0 0.0
C -1.129421 4.390631 3.923938 0.0 0.0 0.0
C -0.310889 4.354341 2.768747 0.0 -0.1 0.0
C 0.256257 5.497433 2.161303 0.0 0.0 0.0
C 1.052074 5.346959 1.060521 0.0 0.0 0.0
C 1.251622 4.055510 0.535598 -0.1 0.0 0.0
N 0.729932 2.975008 1.060193 0.1 0.1 0.0
C -0.013277 3.107024 2.182307 0.0 -0.1 0.0
H 0.597643 0.216450 2.852207 0.0 0.0 0.0
H -0.863562 0.026809 2.207771 0.0 0.0 0.1
H -1.617560 1.070299 4.382746 0.0 0.0 0.0
H -2.221432 3.259382 5.356819 0.0 0.0 0.0
H -1.369178 5.346726 4.371206 0.0 0.0 0.0
H 0.062488 6.477663 2.578881 0.0 0.0 0.0
H 1.514728 6.199015 0.582778 0.0 0.0 0.0
H 1.854264 3.920565 -0.358559 0.0 0.0 0.0
C -3.081239 -4.035680 -1.527753 0.0 0.0 0.0
C -3.755963 -3.993944 -0.184892 0.0 0.0 0.0
C -4.389192 -5.114530 0.347225 0.0 0.0 0.0
C -5.011073 -5.070262 1.586307 0.0 0.0 0.0
C -5.019622 -3.897236 2.329928 0.0 0.0 0.0
C -4.397162 -2.768951 1.821810 0.0 0.0 -0.1
C -3.776245 -2.827478 0.579365 0.0 0.1 0.1
N -3.108341 -1.647455 0.087475 0.1 0.0 0.0
C -1.807307 -1.399503 0.318372 0.0 0.0 -0.1
N -1.189731 -2.302565 1.113771 0.0 0.0 0.1
C 0.148458 -2.439914 1.481700 0.0 -0.1 0.0
C 1.146720 -1.510762 1.153610 0.0 0.1 -0.1
C 2.476994 -1.874772 1.449590 0.0 0.0 0.0
C 2.775711 -3.026091 2.135331 0.0 0.0 0.0
C 1.748372 -3.885255 2.530282 0.0 0.0 0.0
C 0.435400 -3.619865 2.204769 0.0 0.0 0.0
C -0.661762 -4.579782 2.581810 0.0 0.0 0.0
N -1.184046 -0.343139 -0.172466 0.0 0.1 0.0
C -2.068776 0.604035 -0.811320 0.0 0.0 -0.1
C -2.713165 1.542445 -0.011082 0.0 0.0 0.0
C -3.588921 2.458380 -0.572936 0.0 0.0 0.0
C -3.832225 2.417153 -1.940096 0.0 0.0 0.0
C -3.202679 1.465213 -2.727721 0.0 0.0 0.0
C -2.309156 0.542194 -2.185369 0.0 0.0 0.0
C -1.622584 -0.466081 -3.060137 0.0 0.0 0.0
H -3.168420 -5.024592 -1.971782 0.0 0.0 0.0
H -2.015043 -3.799578 -1.445939 0.0 0.0 0.0
H -3.526014 -3.318446 -2.219922 0.0 0.0 0.0
H -4.401526 -6.033221 -0.225563 0.0 0.0 0.0
H -5.500690 -5.955279 1.969797 0.0 0.0 0.0
H -5.517097 -3.860584 3.289141 0.0 0.0 0.0
H -4.401960 -1.833258 2.368052 0.0 0.0 0.0
H -3.601698 -1.007272 -0.517782 0.0 0.0 0.0
H -1.803367 -3.047859 1.422254 0.0 0.0 0.0
H 3.293035 -1.242069 1.141743 0.0 0.0 0.0
H 3.803550 -3.267698 2.369181 0.0 0.0 0.0
H 1.982627 -4.789856 3.076535 0.0 0.0 0.0
H -0.260576 -5.403013 3.167079 0.0 0.0 0.0
H -1.143344 -5.016277 1.700508 0.0 0.0 0.0
H -1.437320 -4.101417 3.187425 0.0 0.0 0.0
H -2.532957 1.556643 1.057963 0.0 0.0 0.0
H -4.088446 3.186196 0.052166 0.0 0.0 0.0
H -4.523829 3.116599 -2.390141 0.0 0.0 0.0
H -3.406927 1.430728 -3.790824 0.0 0.0 0.0
H -1.981210 -0.393711 -4.084844 0.0 0.0 0.0
H -1.798510 -1.488465 -2.715087 0.0 0.0 0.0
H -0.543224 -0.305286 -3.063390 0.0 0.0 0.0
```
Positions in Å, forces in eV/Å.

Summary:
frontier orbital gap (spin up / spin down) = 8.365 / 5.376 eV
energy above the lowest of the compared OMol25 structures with the same formula, charge and spin = 0.0 kcal per mole
charge = +3
⟨S²⟩ = 0.761
LUMO (spin up / spin down) = -7.289 / -10.263 eV
total energy = -73820.9307 eV
spin multiplicity = 2
highest occupied orbital energy (spin up / spin down) = -15.655 / -15.639 eV

> The highest total energy belongs to which entry?

C3H4NO